Entry 1:
ORCA calculation (ωB97M-V/def2-TZVPD) on a cluster of 9 separate species, C35H93N7O9 in total.

Cartesian coordinates (Å):
C1 -2.30172 -4.27290 -1.64631
C2 -2.52040 -5.28977 -0.48736
C3 -2.09392 -6.69033 -0.94591
C4 -0.50064 -6.79381 -1.08408
C5 0.04433 -6.55636 0.35534
C6 -0.32253 -5.17040 0.86536
N1 -1.76129 -4.90806 0.72001
O1 -2.22753 -3.85652 1.50331
C7 0.20711 -5.25658 2.29402
C8 0.48188 -4.07435 0.14412
C9 -3.98480 -5.37026 0.01488
H1 -2.23093 -3.23155 -1.33219
H2 -3.14911 -4.45518 -2.30723
H3 -1.45496 -4.40778 -2.31930
H4 -2.43059 -7.40149 -0.19158
H5 -2.55263 -6.83170 -1.92453
H6 -0.18726 -6.18120 -1.92942
H7 -0.28491 -7.83311 -1.33194
H8 1.13142 -6.59031 0.28344
H9 -0.06608 -7.40897 1.02539
H10 -0.39192 -5.80588 3.02034
H11 1.24999 -5.48530 2.51356
H12 0.02883 -4.35999 2.88768
H13 1.55113 -4.15122 0.34133
H14 0.37926 -4.05982 -0.94094
H15 0.20333 -3.08230 0.49959
H16 -4.47578 -4.44753 0.32408
H17 -4.13110 -5.99633 0.89507
H18 -4.67795 -5.71456 -0.75266
H19 -2.44701 -4.26880 2.34204
C10 5.16230 1.99809 -2.98473
C11 3.79179 2.67832 -3.16487
C12 2.99690 1.94118 -4.32890
O2 2.02407 2.76239 -4.91380
C13 1.07312 2.27252 -5.84400
N2 2.98793 2.33383 -2.02074
H20 5.13916 0.90919 -2.94170
H21 5.62840 2.39097 -2.08112
H22 5.81933 2.17179 -3.83693
H23 3.83861 3.76590 -3.22037
H24 2.48733 1.04868 -3.96576
H25 3.67133 1.61763 -5.12172
H26 0.45760 1.46547 -5.44664
H27 1.57551 1.98265 -6.76687
H28 0.38081 3.05878 -6.14502
H29 2.09322 2.72137 -2.28417
H30 3.25396 2.83655 -1.18611
C14 -2.57849 -1.76968 -4.08112
C15 -1.86809 -0.43452 -4.32283
C16 -2.69290 0.84470 -4.32248
O3 -2.04142 2.01269 -4.60870
C17 -2.89572 3.05367 -4.88923
N3 -0.62898 -0.26167 -3.55925
H31 -3.32992 -1.82624 -4.86868
H32 -3.12396 -1.70979 -3.13933
H33 -1.88106 -2.52995 -3.72943
H34 -1.40945 -0.62131 -5.29384
H35 -3.11957 0.89802 -3.32088
H36 -3.49337 0.63298 -5.03136
H37 -3.40083 3.17282 -3.93071
H38 -3.60023 2.80206 -5.68198
H39 -2.40957 3.99993 -5.12663
H40 -0.18682 0.55665 -3.95287
H41 -0.90987 -0.05737 -2.61085
C18 5.25226 -2.71582 4.53640
C19 3.93889 -1.81662 4.52775
C20 3.09022 -1.74491 3.15787
O4 3.76845 -1.15886 2.05546
C21 3.10967 -1.37764 0.81870
N4 3.09729 -2.30446 5.55829
H42 5.52284 -3.03146 5.54400
H43 6.13911 -2.16977 4.21480
H44 5.26681 -3.66026 3.99240
H45 4.17899 -0.77444 4.73829
H46 2.12429 -1.24182 3.20258
H47 2.77534 -2.78702 3.10347
H48 3.64068 -2.25588 0.45152
H49 3.45635 -0.61038 0.12645
H50 2.02997 -1.47686 0.70682
H51 2.35879 -1.64077 5.74328
H52 3.66028 -2.38378 6.39307
C22 -0.04399 5.42769 -3.71071
C23 0.41322 4.70299 -2.43693
C24 -0.47294 5.14035 -1.27101
O5 -0.29682 6.50666 -0.80445
C25 -0.23383 6.68402 0.56496
N5 0.22455 3.26406 -2.72219
H53 0.50362 5.20192 -4.62573
H54 0.04349 6.47900 -3.43648
H55 -1.06474 5.13775 -3.95992
H56 1.45505 5.01209 -2.35237
H57 -0.29119 4.47864 -0.42413
H58 -1.51406 5.04839 -1.58041
H59 -0.04250 5.79879 1.17148
H60 -1.05228 7.16923 1.09675
H61 0.49150 7.45081 0.83706
H62 -0.76885 3.08178 -2.72810
H63 0.50446 3.25639 -3.69260
C26 -2.08400 -2.00847 4.67310
C27 -3.39602 -1.30602 4.52100
C28 -4.02399 -1.10917 5.97748
O6 -5.42018 -1.31701 5.94469
C29 -5.88275 -2.69412 5.77712
N6 -3.28889 -0.05118 3.75826
H64 -1.32102 -1.66656 5.37243
H65 -1.67855 -2.12496 3.66805
H66 -2.36473 -3.03044 4.92780
H67 -4.04499 -1.91015 3.88700
H68 -3.66257 -0.13733 6.31365
H69 -3.58033 -1.88900 6.59646
H70 -5.46037 -3.40538 6.48690
H71 -5.58345 -3.07279 4.79981
H72 -6.96246 -2.83388 5.83005
H73 -3.18767 -0.29039 2.78223
H74 -4.14929 0.47502 3.81236
C30 3.39657 7.31643 2.06600
C31 3.60682 6.09741 1.13588
C32 3.07908 4.81484 1.68535
O7 3.08958 3.79143 0.68166
C33 3.33380 2.52580 1.22087
N7 3.17305 6.44041 -0.16058
H75 2.33413 7.55577 2.02092
H76 3.88326 8.19948 1.65193
H77 3.73845 7.29912 3.10086
H78 4.65752 6.01595 0.85750
H79 2.09900 4.89534 2.15554
H80 3.72106 4.48424 2.50185
H81 4.37138 2.23721 1.38899
H82 2.92246 1.77622 0.54483
H83 2.82828 2.27316 2.15293
H84 2.19999 6.68053 -0.28546
H85 3.35824 5.49376 -0.45999
C34 -0.23661 0.58202 0.46268
O8 -0.52544 1.11437 -0.77974
H86 -0.21977 -0.50449 0.37723
H87 0.80748 0.83266 0.65021
H88 -0.92802 0.83842 1.26536
H89 -0.09463 1.96509 -0.89056
C35 -4.15449 -1.25161 -0.46063
O9 -3.59038 -1.18701 0.84061
H90 -3.65739 -0.64812 -1.22010
H91 -4.34482 -2.23735 -0.88513
H92 -5.15034 -0.81142 -0.40947
H93 -2.76775 -1.67418 0.75371

Results
Frontier orbital gap = 8.685 eV
SMILES = CC1(C)CCCC(C)(C)N1O.COC[C@H](C)N.COC[C@H](C)N.COC[C@H](C)N.COC[C@H](C)N.COC[C@H](C)N.COC[C@H](C)N.CO.CO
E_tot = -2449.38426 hartree

---

Entry 2:
ORCA calculation (ωB97M-V/def2-TZVPD) on a cluster of 9 separate species, C35H93N7O9 in total.

Cartesian coordinates (Å):
C1 -3.79772 17.59638 -3.29769
C2 -4.49256 16.29014 -2.81463
C3 -3.69428 15.51654 -1.66039
C4 -3.78865 16.38720 -0.34344
C5 -5.33734 16.56160 0.04807
C6 -6.18346 17.16342 -1.10481
N1 -5.90139 16.48151 -2.42362
O1 -6.72096 16.83315 -3.44752
C7 -7.70882 16.95496 -0.79003
C8 -5.96127 18.68902 -1.29394
C9 -4.46502 15.24525 -4.00392
H1 -3.13821 17.34663 -4.12881
H2 -3.19436 18.16511 -2.59015
H3 -4.54028 18.28971 -3.69266
H4 -4.02351 14.51084 -1.39910
H5 -2.64398 15.42346 -1.93660
H6 -3.35003 17.38021 -0.44156
H7 -3.28023 15.92602 0.50326
H8 -5.29568 17.15071 0.96421
H9 -5.80194 15.59046 0.21875
H10 -8.04815 15.94705 -0.55112
H11 -8.03208 17.58110 0.04157
H12 -8.30653 17.29826 -1.63442
H13 -6.09645 19.07904 -0.28513
H14 -4.96718 19.04951 -1.55844
H15 -6.77614 19.04072 -1.92670
H16 -4.79477 14.21773 -3.85040
H17 -3.43945 15.04256 -4.31244
H18 -4.99740 15.70970 -4.83396
H19 -6.44517 17.71669 -3.70226
C10 -13.43200 26.99848 -1.15905
O2 -14.30024 26.36244 -2.10374
H20 -13.96386 27.23679 -0.23794
H21 -12.55419 26.35597 -1.09024
H22 -13.16286 27.95957 -1.59719
H23 -14.57235 25.50806 -1.76084
C11 -9.44309 15.86054 6.88214
O3 -8.80621 14.57165 6.85922
H24 -10.28897 15.97209 6.20381
H25 -9.70602 16.10572 7.91115
H26 -8.72952 16.56045 6.44735
H27 -9.33773 13.84768 6.52017
C12 -17.50446 21.05494 0.09184
C13 -16.17729 20.92999 0.87192
C14 -16.11676 19.76005 1.88312
O4 -14.87688 19.63142 2.61201
C15 -14.63430 20.63724 3.58416
N2 -15.13101 20.95797 -0.18936
H28 -17.82481 20.11529 -0.35820
H29 -17.47822 21.86752 -0.63419
H30 -18.30511 21.31328 0.78489
H31 -16.08209 21.83907 1.46572
H32 -16.29622 18.81840 1.36429
H33 -16.90086 19.65851 2.63344
H34 -14.53279 21.63964 3.16824
H35 -13.72599 20.56674 4.18257
H36 -15.44155 20.63782 4.31659
H37 -14.39298 20.50847 0.33348
H38 -15.43876 20.35022 -0.93503
C16 -24.21108 18.27020 1.86237
C17 -25.62176 17.64701 2.00956
C18 -26.64804 18.71922 2.61451
O5 -26.81608 19.93562 1.84177
C19 -27.74298 20.83225 2.32457
N3 -26.07950 17.39822 0.69832
H39 -24.20974 19.15558 1.22662
H40 -23.51937 17.58714 1.36936
H41 -23.79131 18.60404 2.81129
H42 -25.55473 16.75828 2.63707
H43 -26.29870 19.03492 3.59756
H44 -27.65191 18.30656 2.71479
H45 -27.73652 21.77048 1.76980
H46 -27.50956 20.95403 3.38231
H47 -28.73890 20.40856 2.19523
H48 -26.39543 18.28684 0.33687
H49 -25.28117 17.07498 0.17078
C20 -20.20634 18.26514 9.63968
C21 -19.85798 18.09984 11.15102
C22 -18.36394 17.68952 11.39256
O6 -18.18033 16.39395 10.89852
C23 -16.91821 15.80067 11.17229
N4 -20.02427 19.43780 11.76423
H50 -19.66455 17.63364 8.93558
H51 -20.10775 19.29985 9.31142
H52 -21.22064 17.89067 9.50158
H53 -20.55542 17.36573 11.55445
H54 -18.23203 17.64437 12.47361
H55 -17.62864 18.30492 10.87419
H56 -16.68498 15.00568 10.46398
H57 -16.96619 15.35589 12.16625
H58 -16.05445 16.43405 10.97016
H59 -19.48046 19.59171 12.60130
H60 -19.56920 20.08308 11.13445
C24 -15.70161 12.17572 3.46354
C25 -16.51008 10.98547 2.82460
C26 -17.74885 11.37225 1.93154
O7 -18.50731 10.26276 1.61903
C27 -19.67923 10.55976 0.88261
N5 -15.57466 10.24965 2.02996
H61 -14.87647 11.90720 4.12319
H62 -16.44719 12.69926 4.06197
H63 -15.32644 12.88032 2.72134
H64 -16.89140 10.38373 3.64959
H65 -17.37884 11.78784 0.99427
H66 -18.35899 12.21222 2.26361
H67 -20.33751 11.33335 1.27796
H68 -20.21045 9.62429 0.70707
H69 -19.40724 10.87522 -0.12466
H70 -16.09613 9.47210 1.65105
H71 -15.31671 10.76392 1.19985
C28 -18.39416 24.58486 -7.16816
C29 -19.04602 25.93415 -7.10539
C30 -19.94784 26.14313 -5.89930
O8 -20.97183 25.19834 -5.93044
C31 -21.89117 25.34337 -4.85425
N6 -17.92922 26.81325 -6.94123
H72 -17.58510 24.58235 -7.89860
H73 -19.13506 23.83652 -7.44950
H74 -17.82555 24.37983 -6.26111
H75 -19.66262 26.20615 -7.96207
H76 -20.42751 27.11916 -5.82593
H77 -19.34400 25.91550 -5.02085
H78 -22.64066 24.55195 -4.85419
H79 -22.48231 26.25904 -4.83943
H80 -21.31927 25.26549 -3.92961
H81 -17.53344 26.51493 -6.06120
H82 -17.17860 26.54360 -7.56085
C32 -23.43329 17.33360 -5.94319
C33 -23.37181 15.78477 -5.93806
C34 -23.03287 15.17640 -7.30446
O9 -23.23741 13.78981 -7.33714
C35 -24.58927 13.50360 -7.53356
N7 -22.34342 15.43161 -5.00172
H83 -24.14512 17.73551 -6.66421
H84 -22.48243 17.77425 -6.24281
H85 -23.57653 17.78164 -4.95991
H86 -24.30527 15.40564 -5.52211
H87 -21.96766 15.29900 -7.50041
H88 -23.63342 15.59523 -8.11194
H89 -25.19713 13.80708 -6.68120
H90 -24.62056 12.41406 -7.52954
H91 -24.94807 13.86161 -8.49854
H92 -21.48682 15.95801 -5.09788
H93 -22.07795 14.49179 -5.25935

Results
Frontier orbital gap = 8.574 eV
SMILES = CC1(C)CCCC(C)(C)N1O.COC[C@H](C)N.COC[C@H](C)N.COC[C@H](C)N.COC[C@H](C)N.COC[C@H](C)N.COC[C@H](C)N.CO.CO
E_tot = -2449.41174 hartree

---

Entry 3:
ORCA calculation (ωB97M-V/def2-TZVPD) on a cluster of 14 separate species, C35H96ClO35S13 in total.

Cartesian coordinates (Å):
Cl1 0.77676 0.47427 -0.29867
O1 0.06775 1.71626 -0.20159
O2 -0.19885 -0.59766 -0.18233
O3 1.49878 0.28600 -1.53695
O4 1.71897 0.30693 0.78623
O5 -0.07799 -7.99790 3.94918
S1 -1.05378 -7.11454 4.61595
O6 -1.11290 -7.17240 6.03391
O7 -0.83259 -5.49353 4.21060
C1 -0.08713 -5.09525 3.10154
C2 -0.98550 -4.45733 2.08426
C3 -2.73949 -7.30081 3.91326
H1 0.50179 -5.89722 2.65642
H2 0.56394 -4.33757 3.53758
H3 -1.69977 -5.20078 1.73045
H4 -0.44556 -4.11827 1.20017
H5 -1.45333 -3.58239 2.53562
H6 -2.89713 -8.37933 3.90858
H7 -2.65413 -7.06609 2.85225
H8 -3.40905 -6.71984 4.54749
O8 1.05303 6.84282 3.63352
S2 1.07419 5.43194 3.24198
O9 2.13407 4.45864 3.54748
O10 -0.35646 4.84667 3.79788
C4 -1.51339 5.74760 3.90745
C5 -2.77602 5.00675 4.06607
C6 0.66164 5.33752 1.46052
H9 -1.58799 6.43893 3.06805
H10 -1.38794 6.32811 4.82143
H11 -2.76240 4.54043 5.05119
H12 -2.95563 4.24343 3.30898
H13 -3.62782 5.67779 4.17671
H14 0.25982 4.34370 1.26310
H15 1.50736 5.40571 0.77626
H16 -0.01277 6.16090 1.22532
O11 2.11863 -4.54691 -4.54558
S3 0.81784 -4.02629 -4.12448
O12 -0.46912 -4.32806 -4.83762
O13 0.60808 -4.36694 -2.51937
C7 -0.68579 -4.25141 -1.97356
C8 -0.93187 -5.57789 -1.29768
C9 0.92732 -2.18764 -4.00951
H17 -1.52522 -4.04501 -2.63752
H18 -0.81955 -3.39284 -1.31547
H19 -1.86227 -5.54051 -0.73106
H20 -0.08180 -5.71936 -0.63026
H21 -0.89789 -6.37767 -2.03747
H22 0.12888 -1.97391 -3.29894
H23 0.79792 -2.01315 -5.07765
H24 1.93639 -1.95214 -3.67127
O14 1.08331 5.62119 -4.57430
S4 -0.32090 5.71068 -4.98424
O15 -1.08480 4.55056 -5.54611
O16 -1.16585 6.12196 -3.57711
C10 -1.83105 5.08315 -2.95040
C11 -2.16811 5.63064 -1.54050
C12 -0.60889 7.23591 -6.02495
H25 -1.19354 4.21760 -2.77017
H26 -2.72096 4.74164 -3.47911
H27 -2.74047 4.93423 -0.92770
H28 -2.79736 6.49717 -1.74363
H29 -1.30718 6.00333 -0.98552
H30 -1.66830 7.37291 -6.24171
H31 -0.01126 7.12972 -6.93029
H32 -0.37331 8.12400 -5.43851
O17 0.11216 -0.25356 5.57665
S5 0.90031 0.92563 5.15866
O18 1.22889 2.06727 6.03031
O19 2.31011 0.46051 4.44869
C13 2.54437 -0.92776 4.12691
C14 3.93982 -1.08864 3.57036
C15 0.07088 1.63837 3.68949
H33 1.69280 -1.19793 3.50246
H34 2.51430 -1.55141 5.02037
H35 4.52765 -0.54265 4.30822
H36 4.21729 -0.62388 2.62426
H37 4.34587 -2.09860 3.62700
H38 -0.72229 2.28738 4.06065
H39 -0.26999 0.86889 2.99681
H40 0.73881 2.30043 3.13846
O20 -3.21871 -0.71807 3.75336
S6 -3.90191 -1.08898 4.98448
O21 -5.35187 -0.93216 5.05040
O22 -3.45205 -2.67840 5.47537
C16 -4.01120 -3.16691 6.70323
C17 -3.16583 -4.28988 7.34444
C18 -3.21829 -0.11284 6.37228
H41 -5.02960 -3.47641 6.46832
H42 -4.16089 -2.31894 7.37153
H43 -3.61795 -4.84298 8.16770
H44 -2.26309 -3.90718 7.82057
H45 -2.97691 -5.03943 6.57594
H46 -3.05681 0.86024 5.90843
H47 -2.24883 -0.51733 6.66321
H48 -3.96131 -0.08606 7.16934
O23 -6.85064 2.81111 -1.38422
S7 -5.49599 2.29725 -1.63346
O24 -4.45195 3.18764 -2.23456
O25 -4.89273 1.63137 -0.27667
C19 -3.48680 1.35188 -0.16139
C20 -3.08842 1.39973 1.30051
C21 -5.74220 0.76908 -2.58513
H49 -2.77603 1.98763 -0.68932
H50 -3.29996 0.36502 -0.58481
H51 -2.98882 2.41211 1.69199
H52 -2.10816 0.96881 1.50418
H53 -3.78435 0.85728 1.94045
H54 -6.43987 0.98337 -3.39472
H55 -6.19773 0.05032 -1.90396
H56 -4.78758 0.46120 -3.01176
O26 2.51671 -5.57869 0.96489
S8 3.50634 -4.53462 0.71223
O27 4.46573 -4.30325 1.80837
O28 4.43815 -4.88861 -0.58297
C22 3.79713 -5.01047 -1.89527
C23 4.67576 -5.92282 -2.76052
C24 2.64210 -2.93699 0.18773
H57 3.77832 -3.98921 -2.27576
H58 2.76754 -5.36639 -1.85827
H59 4.72426 -6.94994 -2.39893
H60 5.71509 -5.64745 -2.93958
H61 4.27898 -6.04829 -3.76796
H62 3.41580 -2.22205 -0.09219
H63 2.19839 -2.42996 1.04455
H64 2.00351 -2.93039 -0.69560
O29 6.16947 3.41667 0.53821
S9 4.96845 4.04394 1.15931
O30 4.99999 5.42022 1.66517
O31 3.70590 3.90034 0.10678
C25 3.71808 4.54326 -1.19794
C26 2.73130 3.77232 -2.11625
C27 4.33616 2.79818 2.44015
H65 4.69367 4.51153 -1.68303
H66 3.32065 5.55819 -1.20518
H67 3.01994 2.72192 -2.15449
H68 2.74682 4.22192 -3.10908
H69 1.72662 3.92180 -1.72081
H70 3.25186 2.86187 2.34885
H71 4.59853 3.24072 3.40109
H72 4.65523 1.79322 2.16378
C28 -1.36960 1.55542 -3.67152
S10 -1.61402 0.19111 -4.92168
O32 -2.70047 -0.69733 -4.29289
C29 -2.52518 1.11520 -6.17862
H73 -0.71170 2.37133 -3.97077
H74 -1.00237 1.07485 -2.76471
H75 -2.32247 2.03868 -3.45567
H76 -3.17058 0.49436 -6.80000
H77 -1.80403 1.63738 -6.80741
H78 -3.26703 1.76048 -5.70812
C30 -3.94263 -2.49915 1.20799
S11 -4.94628 -1.92580 -0.22602
O33 -6.14254 -2.83802 -0.34759
C31 -3.78599 -2.24132 -1.64354
H79 -3.69577 -3.53562 0.97803
H80 -4.47831 -2.44189 2.15555
H81 -2.99463 -1.96158 1.18795
H82 -3.40037 -3.25679 -1.55292
H83 -2.93147 -1.56777 -1.57858
H84 -4.24102 -2.12739 -2.62745
C32 3.11166 1.00660 -5.18220
S12 3.17037 1.71519 -6.89752
O34 2.60271 0.58403 -7.73057
C33 1.68256 2.82278 -6.68711
H85 3.22531 1.87131 -4.52839
H86 3.93813 0.30889 -5.04710
H87 2.19781 0.52468 -4.83475
H88 2.01940 3.59655 -5.99724
H89 0.77995 2.28919 -6.38935
H90 1.44872 3.38502 -7.59117
C34 5.28596 0.61381 -1.60199
S13 5.32216 -1.02871 -2.51589
O35 6.17072 -0.99902 -3.79953
C35 6.44624 -1.80587 -1.29708
H91 6.26111 1.04511 -1.37576
H92 4.69886 0.41927 -0.70446
H93 4.70734 1.28088 -2.24098
H94 5.98114 -1.73558 -0.31380
H95 7.45658 -1.39770 -1.32372
H96 6.50543 -2.83058 -1.66392

Results
Frontier orbital gap = 8.151 eV
E_tot = -9660.65353 hartree
Total charge = -1